This record from the Open Molecules 2025 dataset describes a structure of composition C13H13CuI2P. The level of theory is wB97M-V/def2-TZVPD.

Computed properties:
largest force on an atom	0.321	eV Å⁻¹
HOMO-LUMO gap	6.754	eV
LUMO energy	-5.33	eV
charge	+1
calculated total energy	-83816.77800	eV

The geometry in XYZ format:
```
30
C13H13CuI2P, DFT wB97M-V/def2-TZVPD
Cu -0.670 -2.602 -1.216
C -2.622 -0.077 0.243
P -0.963 -0.593 -0.264
C 0.029 -0.605 1.256
C 0.210 -1.802 1.953
C 0.904 -1.818 3.158
C 1.427 -0.639 3.668
C 1.255 0.555 2.980
C 0.559 0.576 1.779
C -0.306 0.747 -1.276
C 1.057 0.738 -1.585
C 1.599 1.742 -2.371
C 0.780 2.754 -2.865
C -0.575 2.761 -2.573
C -1.121 1.758 -1.777
H -3.307 -0.041 -0.603
H -2.557 0.904 0.712
H -2.999 -0.799 0.964
H -0.209 -2.727 1.568
H 1.036 -2.748 3.696
H 1.973 -0.650 4.603
H 1.665 1.474 3.382
H 0.435 1.513 1.245
H 1.702 -0.042 -1.192
H 2.658 1.740 -2.596
H 1.203 3.537 -3.484
H -1.211 3.550 -2.957
H -2.181 1.783 -1.550
I 0.709 -4.730 -1.536
I -0.480 -6.261 -3.360
```

***

This record from the Open Molecules 2025 dataset describes a structure of composition C28H47CdN5O6PS2Si in a non-equilibrium geometry. The level of theory is wB97M-V/def2-TZVPD.

Computed properties:
energy above the lowest of the compared OMol25 structures with the same formula, charge and spin	192.94	kJ/mol
largest force on an atom	4.560	eV Å⁻¹
HOMO-LUMO gap	6.065	eV
LUMO energy	2.07	eV
charge	-1
calculated total energy	-92937.65980	eV

The geometry in XYZ format:
```
91
C28H47CdN5O6PS2Si, DFT wB97M-V/def2-TZVPD
Cd 16.265 10.885 11.369
C 18.248 6.334 11.505
O 18.083 7.134 10.286
C 17.495 8.295 10.396
O 17.185 8.875 11.505
N 17.133 8.777 9.199
N 16.384 10.002 9.147
H 18.421 5.307 11.187
H 17.357 6.331 12.115
H 19.072 6.771 12.030
H 17.367 8.184 8.387
H 15.415 9.767 8.858
H 16.877 10.618 8.431
N 14.807 12.532 14.678
N 15.955 12.031 15.326
C 17.034 11.440 14.642
O 18.026 11.419 15.398
O 16.866 10.947 13.487
H 14.096 12.686 15.413
H 14.479 11.738 14.139
H 16.343 12.746 15.951
C 17.381 12.861 10.813
Si 18.968 13.242 9.971
C 19.024 15.040 9.367
N 17.946 15.834 9.950
C 18.219 16.360 11.295
C 16.978 17.012 11.862
C 16.575 18.234 10.993
C 17.064 18.042 9.563
C 17.060 16.592 9.091
C 20.338 12.904 11.222
C 21.574 13.590 11.203
C 22.478 13.481 12.250
C 22.171 12.619 13.322
C 20.926 12.033 13.418
C 20.002 12.107 12.360
C 19.068 12.166 8.340
C 18.096 12.274 7.376
C 18.232 11.657 6.071
C 19.273 10.853 5.831
C 20.276 10.660 6.817
C 20.111 11.194 8.106
H 16.554 13.523 10.466
H 17.438 13.166 11.889
H 18.831 15.054 8.256
H 19.994 15.457 9.642
H 19.150 16.971 11.343
H 18.352 15.451 11.895
H 17.217 17.397 12.852
H 16.233 16.262 11.961
H 16.872 19.187 11.535
H 15.466 18.366 10.957
H 17.999 18.513 9.519
H 16.376 18.550 8.844
H 17.425 16.481 8.058
H 15.978 16.243 9.125
H 21.836 14.314 10.387
H 23.363 14.144 12.220
H 22.843 12.420 14.140
H 20.655 11.404 14.265
H 19.009 11.664 12.590
H 17.145 12.793 7.569
H 17.481 11.987 5.252
H 19.431 10.330 4.890
H 21.155 10.037 6.530
H 20.845 10.929 8.923
C 9.066 10.692 10.832
C 9.689 11.647 11.847
C 9.334 11.457 13.329
O 11.143 11.672 11.672
P 12.315 10.627 11.915
S 12.584 10.301 13.825
S 13.676 11.469 10.673
O 11.741 9.323 11.247
C 12.222 7.924 11.599
C 13.409 7.608 10.761
C 10.942 7.136 11.333
H 8.005 10.625 11.049
H 9.467 9.670 10.811
H 9.156 11.116 9.812
H 9.354 12.676 11.526
H 9.394 10.386 13.555
H 8.314 11.924 13.441
H 10.075 11.907 14.033
H 12.381 7.933 12.687
H 13.270 7.203 9.733
H 14.026 6.944 11.369
H 13.943 8.537 10.694
H 10.614 7.273 10.283
H 10.167 7.412 12.058
H 11.095 6.101 11.441
```

***

This record from the Open Molecules 2025 dataset describes an isolated molecule of C20H21FN2O2 in a non-equilibrium geometry. The level of theory is wB97M-V/def2-TZVPD.

Computed properties:
energy above the lowest of the compared OMol25 structures with the same formula, charge and spin	746.14	kJ/mol
largest force on an atom	4.507	eV Å⁻¹
structure (SMILES)	CN(C)CCC[C@]1(c2ccc(F)cc2)OCc2cc(C#[N+][O-])ccc21
HOMO-LUMO gap	8.071	eV
LUMO energy	0.16	eV
charge	0
calculated total energy	-30867.54804	eV

The geometry in XYZ format:
```
46
C20H21FN2O2, DFT wB97M-V/def2-TZVPD
C 2.979 -1.524 1.856
N 1.686 -2.059 2.116
C 1.140 -3.314 1.432
C 0.723 -1.342 2.905
C -0.619 -0.897 2.303
C -0.652 0.538 1.709
C -1.185 0.760 0.290
C -1.226 2.299 -0.026
C -0.367 2.875 -0.924
C -0.411 4.198 -1.117
C -1.320 4.988 -0.387
F -1.323 6.332 -0.628
C -2.319 4.448 0.357
C -2.270 3.057 0.495
O -2.478 0.131 0.119
C -2.701 -0.378 -1.200
C -1.181 -0.720 -1.509
C -0.609 -1.523 -2.485
C 0.784 -1.658 -2.722
C 1.406 -2.211 -3.890
N 1.865 -2.668 -4.890
O 2.427 -3.257 -5.821
C 1.557 -0.939 -1.829
C 1.040 -0.148 -0.735
C -0.342 -0.068 -0.685
H 3.715 -2.283 2.092
H 3.094 -1.080 0.837
H 3.226 -0.663 2.514
H 0.162 -3.712 1.818
H 1.882 -4.071 1.376
H 0.760 -3.029 0.454
H 1.304 -0.485 3.350
H 0.442 -1.941 3.726
H -1.494 -1.063 3.054
H -0.790 -1.660 1.437
H 0.430 0.987 1.774
H -1.107 1.126 2.467
H 0.595 2.430 -1.375
H 0.332 4.638 -1.741
H -2.964 5.133 0.890
H -3.176 2.623 0.947
H -3.286 -1.326 -1.154
H -2.979 0.364 -1.924
H -1.078 -2.158 -3.203
H 2.645 -1.084 -1.992
H 1.683 0.332 -0.081
```

***

This record from the Open Molecules 2025 dataset describes a structure of composition C41H37N4OP2S2V in a non-equilibrium geometry. The level of theory is wB97M-V/def2-TZVPD.

Computed properties:
largest force on an atom	3.583	eV Å⁻¹
HOMO-LUMO gap (alpha / beta)	7.167 / 7.425	eV
LUMO energy (alpha / beta)	-2.34 / -2.62	eV
2S+1	4
charge	+1
calculated total energy	-117060.95552	eV
<S²>	3.7715

The geometry in XYZ format:
```
88
C41H37N4OP2S2V, DFT wB97M-V/def2-TZVPD
V -0.941 -0.218 0.606
S -1.674 -0.536 2.962
C -0.120 0.126 3.012
N 0.481 0.418 1.876
C 1.802 0.801 2.067
C 2.730 1.106 1.075
C 4.015 1.461 1.445
C 4.388 1.513 2.787
C 3.480 1.206 3.784
C 2.191 0.851 3.415
S 0.862 0.368 4.437
H 2.434 1.059 0.037
H 4.739 1.702 0.678
H 5.400 1.788 3.052
H 3.768 1.225 4.828
C -0.113 -1.540 -2.387
C 0.814 -2.342 -1.475
P 0.271 -2.265 0.296
C -0.506 -3.895 0.610
C -1.624 -3.982 1.433
C -2.166 -5.220 1.754
C -1.596 -6.379 1.252
C -0.469 -6.300 0.445
C 0.078 -5.067 0.132
C 1.834 -2.564 1.200
C 3.084 -2.754 0.621
C 4.200 -2.961 1.421
C 4.079 -2.982 2.800
C 2.829 -2.838 3.385
C 1.715 -2.641 2.589
P -0.395 0.143 -1.697
C -1.611 0.783 -2.910
C -2.911 0.276 -2.867
C -3.856 0.677 -3.797
C -3.516 1.597 -4.779
C -2.228 2.104 -4.828
C -1.275 1.701 -3.902
C 1.079 1.125 -2.118
C 1.107 2.445 -1.662
C 2.186 3.265 -1.943
C 3.258 2.771 -2.675
C 3.239 1.462 -3.132
C 2.152 0.642 -2.858
H -1.103 -1.998 -2.434
H 0.277 -1.482 -3.405
H 1.810 -1.899 -1.507
H 0.884 -3.378 -1.805
H -2.053 -3.083 1.853
H -3.029 -5.276 2.407
H -2.017 -7.344 1.501
H -0.010 -7.207 0.071
H 0.980 -5.026 -0.467
H 3.214 -2.760 -0.453
H 5.166 -3.117 0.957
H 4.956 -3.127 3.419
H 2.720 -2.881 4.461
H 0.729 -2.570 3.036
H -3.172 -0.445 -2.106
H -4.859 0.270 -3.757
H -4.251 1.914 -5.508
H -1.957 2.819 -5.595
H -0.273 2.102 -3.968
H 0.275 2.826 -1.086
H 2.197 4.287 -1.587
H 4.104 3.407 -2.897
H 4.069 1.075 -3.708
H 2.145 -0.376 -3.230
N -1.645 1.515 0.629
C -1.687 2.669 0.685
C -1.664 4.083 0.740
C -0.917 4.711 1.745
C -0.851 6.090 1.781
C -1.525 6.847 0.830
C -2.268 6.224 -0.166
C -2.340 4.845 -0.219
H -0.394 4.105 2.476
H -0.275 6.577 2.555
H -1.472 7.927 0.864
H -2.795 6.817 -0.900
H -2.907 4.348 -0.995
N -4.340 -0.313 0.846
C -3.722 -1.423 0.392
N -4.412 -2.578 0.443
O -2.579 -1.406 -0.123
H -5.134 -0.376 1.460
H -3.770 0.512 0.920
H -5.365 -2.623 0.752
H -3.956 -3.415 0.121
```

***

This record from the Open Molecules 2025 dataset describes a structure of composition C14H40CrOP2Si2 in a non-equilibrium geometry. The level of theory is wB97M-V/def2-TZVPD.

Computed properties:
energy above the lowest of the compared OMol25 structures with the same formula, charge and spin	40.17	kJ/mol
largest force on an atom	7.804	eV Å⁻¹
HOMO-LUMO gap (alpha / beta)	6.363 / 6.773	eV
LUMO energy (alpha / beta)	-4.94 / -4.57	eV
2S+1	4
charge	+1
calculated total energy	-79961.47400	eV
<S²>	3.8499

The geometry in XYZ format:
```
60
C14H40CrOP2Si2, DFT wB97M-V/def2-TZVPD
Cr -0.747 0.818 -0.065
H 2.971 -1.406 -2.561
H 2.326 -1.656 -2.844
P 0.802 2.478 -0.929
P -1.457 0.225 -2.280
C -3.145 0.079 -1.665
H -3.472 -0.973 -1.719
H -3.187 0.412 -0.604
H -3.765 0.762 -2.265
C -1.781 0.988 -3.907
H -0.892 1.014 -4.554
H -2.508 0.354 -4.452
H -2.255 1.979 -3.830
C -1.069 -1.458 -2.824
H -0.675 -2.050 -1.988
H -1.958 -1.943 -3.247
H -0.319 -1.360 -3.614
C 0.227 3.505 -2.345
H 0.746 4.464 -2.425
H 0.320 2.975 -3.294
H -0.840 3.710 -2.244
C 1.040 3.640 0.447
H 1.657 3.159 1.227
H 1.534 4.550 0.092
H 0.080 3.873 0.916
C 2.570 2.429 -1.409
H 2.730 1.844 -2.321
H 2.929 3.458 -1.625
H 3.229 1.999 -0.649
C -1.900 1.538 1.295
O -2.644 2.027 2.061
H -1.412 1.915 -1.068
C -1.539 -2.062 3.072
Si -0.812 -2.427 1.351
C 0.061 -4.108 1.127
C -2.388 -2.666 0.334
C 0.307 -0.945 0.843
Si 1.564 -0.439 2.094
C 2.386 -1.803 3.075
C 3.045 0.495 1.472
C 0.657 0.753 3.218
H -2.255 -2.875 3.286
H -2.113 -1.125 3.025
H -0.792 -2.012 3.895
H -0.601 -4.910 1.482
H 0.228 -4.336 0.067
H 1.032 -4.235 1.645
H -3.073 -1.809 0.466
H -2.227 -2.791 -0.743
H -2.892 -3.577 0.714
H 0.805 -1.332 -0.104
H 2.910 -2.570 2.490
H 3.122 -1.316 3.724
H 1.700 -2.341 3.733
H 3.455 0.094 0.541
H 3.825 0.369 2.236
H 2.869 1.563 1.362
H 0.742 1.751 2.733
H -0.398 0.550 3.414
H 1.248 0.758 4.138
```

***

This record from the Open Molecules 2025 dataset describes a cluster of 2 separate species, CH2ClFO3S in total in a non-equilibrium geometry. The level of theory is wB97M-V/def2-TZVPD.

Computed properties:
energy above the lowest of the compared OMol25 structures with the same formula, charge and spin	197.95	kJ/mol
largest force on an atom	3.499	eV Å⁻¹
HOMO-LUMO gap	8.210	eV
LUMO energy	-2.30	eV
charge	0
calculated total energy	-33283.74004	eV

The geometry in XYZ format:
```
9
CH2ClFO3S, DFT wB97M-V/def2-TZVPD
C 0.132 -0.407 -0.195
O 2.503 -0.188 -1.338
O 3.037 -1.130 0.866
O 1.760 0.930 0.632
F 4.069 0.939 0.059
S 2.774 0.078 0.054
Cl 0.680 -1.851 0.186
H 0.247 -0.292 -1.340
H -0.352 0.358 0.385
```